(1)
This record from OMol25 describes a 9-piece molecular cluster, C18H49BN17O10 overall. The level of theory is ωB97M-V with the def2-TZVPD basis set.

Atoms and positions in Å:
C: 5.08 -1.53 0.14
C: 3.84 -0.62 -0.13
C: 3.76 -0.30 -1.64
C: 3.53 1.20 -2.00
C: 2.74 2.01 -1.01
C: 3.39 3.12 -0.48
C: 2.79 3.91 0.44
N: 1.55 3.62 0.82
C: 0.88 2.57 0.34
C: 1.42 1.73 -0.58
C: 0.68 0.55 -1.14
B: -0.77 0.31 -0.50
O: -0.96 0.05 0.84
O: -1.91 0.39 -1.28
H: 5.01 -2.49 -0.37
H: 5.95 -0.94 -0.18
H: 5.17 -1.65 1.23
H: 4.00 0.26 0.50
H: 2.96 -1.20 0.16
H: 4.73 -0.57 -2.07
H: 3.05 -0.96 -2.15
H: 4.52 1.66 -2.10
H: 3.08 1.25 -3.00
H: 4.41 3.32 -0.79
H: 3.29 4.76 0.88
H: 1.12 4.21 1.52
H: -0.12 2.43 0.73
H: 1.24 -0.38 -1.03
H: 0.53 0.71 -2.22
H: -1.47 0.79 1.21
H: -1.76 -0.04 -2.13
C: -4.01 1.91 3.25
O: -2.82 2.21 3.15
N: -4.90 2.07 2.22
N: -4.54 1.40 4.38
H: -5.87 1.84 2.28
H: -4.54 2.45 1.36
H: -3.93 1.27 5.18
H: -5.51 1.16 4.48
C: 1.27 6.28 -2.69
O: 1.60 7.22 -1.98
N: 0.86 6.43 -3.98
N: 1.26 4.99 -2.24
H: 0.58 5.65 -4.56
H: 0.83 7.36 -4.36
H: 1.56 4.84 -1.29
H: 0.99 4.21 -2.80
C: 4.38 -3.80 -3.23
O: 4.57 -3.78 -2.01
N: 3.31 -4.42 -3.77
N: 5.23 -3.20 -4.11
H: 3.12 -4.45 -4.76
H: 2.66 -4.87 -3.13
H: 6.03 -2.73 -3.72
H: 5.10 -3.20 -5.10
C: 5.34 -7.53 -0.37
O: 5.21 -8.68 0.00
N: 5.82 -7.20 -1.61
N: 5.02 -6.45 0.41
H: 5.93 -6.26 -1.94
H: 6.06 -7.96 -2.22
H: 4.66 -6.64 1.32
H: 5.12 -5.50 0.10
C: -3.83 -0.19 7.83
O: -3.46 0.13 6.71
N: -5.04 0.21 8.34
N: -3.08 -0.96 8.66
H: -5.36 -0.04 9.25
H: -5.62 0.78 7.75
H: -2.18 -1.26 8.32
H: -3.36 -1.23 9.58
C: -7.80 -0.85 4.02
O: -7.39 0.12 4.64
N: -8.25 -0.76 2.73
N: -7.84 -2.10 4.56
H: -8.59 -1.54 2.21
H: -8.24 0.15 2.31
H: -7.52 -2.20 5.50
H: -8.18 -2.91 4.07
C: -0.06 -3.78 -2.57
O: 0.91 -4.45 -2.89
N: -1.34 -4.14 -2.83
N: 0.12 -2.59 -1.91
H: -2.14 -3.59 -2.56
H: -1.49 -5.01 -3.31
H: 1.06 -2.32 -1.71
H: -0.63 -1.99 -1.62
C: -2.43 4.46 -3.82
O: -1.42 3.84 -4.16
N: -3.69 4.02 -4.09
N: -2.35 5.64 -3.14
H: -4.52 4.51 -3.82
H: -3.77 3.15 -4.59
H: -1.43 5.97 -2.93
H: -3.14 6.17 -2.84

The net charge is +1. Its gap between HOMO and LUMO is 7.007 eV. The lowest unoccupied orbital energy is -3.68 eV. The value obtained for the HOMO energy is -10.684 eV.

(2)
This record from OMol25 describes C29H31MnN9S2SeSi2 as an isolated structure. The level of theory is ωB97M-V with the def2-TZVPD basis set.

Atoms and positions in Å:
Mn: 0.26 -0.13 0.03
N: 1.26 -1.25 -1.96
N: 2.43 -0.91 -2.65
C: 3.17 0.18 -2.34
N: 4.23 0.36 -3.16
S: 2.82 1.22 -1.10
H: 1.35 -2.20 -1.61
H: 0.47 -1.19 -2.59
H: 2.65 -1.44 -3.48
H: 4.53 -0.35 -3.81
H: 4.87 1.10 -2.93
C: -3.26 -1.37 0.46
Si: -2.11 0.13 0.68
C: -2.43 0.60 2.50
C: -3.07 1.43 -0.30
C: -4.37 1.86 0.02
C: -5.05 2.74 -0.80
C: -4.45 3.21 -1.97
C: -3.17 2.80 -2.29
C: -2.46 1.91 -1.47
Si: -0.68 1.30 -1.74
C: 0.19 2.95 -2.12
C: -0.73 0.53 -3.49
H: -4.27 -1.03 0.71
H: -3.03 -2.22 1.10
H: -3.29 -1.72 -0.58
H: -3.51 0.65 2.68
H: -2.00 1.57 2.78
H: -2.03 -0.15 3.19
H: -4.86 1.49 0.92
H: -6.06 3.07 -0.54
H: -4.98 3.90 -2.61
H: -2.71 3.18 -3.20
H: -0.47 3.56 -2.73
H: 1.12 2.80 -2.67
H: 0.44 3.52 -1.22
H: -1.21 1.25 -4.17
H: -1.33 -0.39 -3.54
H: 0.26 0.34 -3.91
S: 5.07 2.38 5.20
N: 5.07 0.99 4.38
C: 4.01 1.02 3.59
C: 3.61 -0.04 2.67
C: 4.35 -1.19 2.46
C: 3.87 -2.12 1.55
C: 2.67 -1.87 0.91
N: 1.94 -0.76 1.10
C: 2.43 0.16 1.96
C: 1.66 1.38 2.06
N: 0.58 1.45 1.25
C: -0.13 2.59 1.29
C: 0.18 3.65 2.12
C: 1.28 3.57 2.96
C: 2.03 2.41 2.93
C: 3.24 2.20 3.72
N: 3.73 3.05 4.61
H: 5.27 -1.34 3.00
H: 4.40 -3.04 1.35
H: 2.24 -2.61 0.25
H: -0.99 2.64 0.63
H: -0.45 4.53 2.10
H: 1.56 4.38 3.62
Se: -0.34 -2.21 1.93
N: -0.35 -2.15 0.14
C: -0.81 -3.29 -0.31
C: -1.07 -3.60 -1.69
C: -1.54 -4.82 -2.01
C: -1.78 -5.83 -1.01
C: -1.58 -5.59 0.30
C: -1.10 -4.29 0.71
N: -0.90 -3.92 1.94
H: -0.95 -2.83 -2.45
H: -1.77 -5.05 -3.05
H: -2.15 -6.80 -1.32
H: -1.78 -6.33 1.06

Its expectation value of S² is 0.847. The net charge is 0. Its gap between HOMO and LUMO (alpha / beta) is 4.953 / 5.325 eV. Its multiplicity is 2. The lowest unoccupied orbital energy (alpha / beta) is -0.81 / -0.79 eV. The value obtained for the HOMO energy (alpha / beta) is -5.765 / -6.119 eV. Its energy above the lowest of the compared OMol25 structures with the same formula, charge and spin is 5.7 kcal/mol.

(3)
This record from OMol25 describes C7H8 as an isolated structure. The level of theory is ωB97M-V with the def2-TZVPD basis set.

Atoms and positions in Å:
C: -1.75 -0.35 0.07
C: -3.01 -0.09 0.18
C: -0.79 -1.45 0.31
C: 0.30 -0.75 -0.05
C: -0.51 0.47 -0.35
C: 1.75 -1.01 -0.12
C: -0.24 1.79 0.28
H: -1.00 -2.44 0.66
H: -0.60 0.65 -1.87
H: 2.28 -0.40 0.62
H: 2.13 -0.72 -1.11
H: 1.97 -2.05 0.06
H: -0.16 1.68 1.36
H: -1.05 2.49 0.06
H: 0.69 2.20 -0.10

The net charge is 0. Its gap between HOMO and LUMO is 8.669 eV. The lowest unoccupied orbital energy is -0.34 eV. The value obtained for the HOMO energy is -9.009 eV. Its energy above the lowest of the compared OMol25 structures with the same formula, charge and spin is 153.2 kcal/mol.

(4)
This record from OMol25 describes a 2-piece molecular cluster, C3H9NO2 overall. The level of theory is ωB97M-V with the def2-TZVPD basis set.

Atoms and positions in Å:
C: 1.38 -0.71 -2.16
N: 2.16 -0.76 -0.95
H: 1.90 -0.33 -0.08
H: 3.13 -0.54 -1.06
H: -3.04 -1.08 0.62
H: 1.98 -0.60 -3.06
H: 0.68 0.15 -2.13
H: 0.89 -1.67 -2.36
C: -1.20 1.39 1.73
C: -1.39 -0.02 1.30
O: -2.64 -0.26 0.91
O: -0.62 -0.92 1.57
H: -1.47 2.15 1.00
H: -0.14 1.55 1.97
H: -1.61 1.66 2.69

The SMILES is CC(=O)O.CN. The net charge is 0. Its gap between HOMO and LUMO is 9.306 eV. The lowest unoccupied orbital energy is 0.65 eV. The value obtained for the HOMO energy is -8.658 eV. Its energy above the lowest of the compared OMol25 structures with the same formula, charge and spin is 35.0 kcal/mol.

(5)
This record from OMol25 describes one molecule with the formula C16H16ClN3O5S. The level of theory is ωB97M-V with the def2-TZVPD basis set.

Atoms and positions in Å:
C: -1.74 -3.90 3.75
H: -1.11 -4.72 4.22
H: -2.77 -4.23 4.08
H: -1.42 -2.94 3.90
O: -1.47 -4.25 2.10
C: -2.27 -3.37 1.43
O: -3.12 -2.43 1.81
C: -1.90 -3.93 0.02
H: -2.25 -4.92 -0.10
H: -0.96 -3.86 -0.18
C: -2.63 -2.95 -0.76
N: -2.08 -1.60 -0.85
C: -1.02 -1.39 -1.59
O: -0.35 -2.24 -1.78
C: -0.39 -0.01 -1.36
H: -1.15 0.94 -1.75
H: 0.41 0.15 -1.88
S: -0.26 0.66 0.44
C: 1.17 1.41 0.34
N: 1.74 1.92 -0.76
C: 2.91 2.61 -0.53
C: 3.84 3.41 -1.09
C: 4.74 4.03 -0.42
C: 4.65 4.33 0.96
C: 3.90 3.36 1.65
C: 2.73 2.74 0.94
O: 1.65 2.14 1.21
H: 3.70 3.60 2.81
H: 5.41 4.93 1.33
Cl: 5.91 4.85 -1.43
H: 3.91 3.06 -2.23
C: -3.07 -0.66 -0.41
H: -2.77 0.39 -0.37
C: -4.49 -0.66 -1.22
N: -5.00 -1.99 -0.99
C: -4.22 -3.18 -0.57
O: -4.62 -4.36 -0.62
H: -6.14 -1.99 -0.68
H: -5.18 0.03 -0.65
H: -4.25 -0.37 -2.01
H: -3.51 -0.76 0.72
H: -2.49 -3.10 -1.79

The SMILES is COC(=O)C[C@H]1C(=O)NCCN1C(=O)CSc1nc2cc(Cl)ccc2o1. The net charge is 0. Its gap between HOMO and LUMO is 8.348 eV. The lowest unoccupied orbital energy is 0.10 eV. The value obtained for the HOMO energy is -8.243 eV. Its energy above the lowest of the compared OMol25 structures with the same formula, charge and spin is 345.4 kcal/mol.

Results for total energy: -65949.5835 -178078.3811 -7382.1016 -8841.4354 -54904.2722 (in eV, following the order of the records).
Results for strongest force on any atom: 1.64 0.72 4.90 3.19 15.79 (in eV/Å, following the order of the records).